1.
{
  "formula": "C23H38BF13N3O2S",
  "method": "ωB97M-V/def2-TZVPD",
  "species": ["C", "B", "O", "C", "C", "O", "N", "C", "C", "C", "C", "C", "F", "F", "C", "F", "F", "C", "F", "F", "C", "F", "F", "S", "F", "F", "F", "F", "F", "C", "C", "C", "N", "H", "H", "H", "H", "H", "H", "H", "H", "H", "H", "H", "H", "H", "H", "H", "H", "H", "H", "C", "C", "C", "C", "N", "C", "C", "C", "C", "C", "H", "H", "H", "H", "H", "H", "H", "H", "H", "H", "H", "H", "H", "H", "H", "H", "H", "H", "H", "H"],
  "positions_angstrom": [[-0.959, -0.469, -0.210], [-2.290, -0.156, 0.599], [-2.438, -0.662, 1.866], [-3.491, 0.681, -0.001], [-3.624, 0.320, -1.469], [-4.023, -0.724, -1.907], [-3.287, 1.475, -2.271], [-3.854, 2.543, -1.437], [-3.467, 2.246, 0.054], [-2.076, 2.863, 0.312], [-1.732, 3.056, 1.798], [-0.286, 2.855, 2.206], [0.222, 1.702, 1.681], [-0.245, 2.703, 3.561], [0.696, 4.042, 1.878], [1.560, 4.192, 2.901], [-0.020, 5.179, 1.756], [1.563, 3.816, 0.598], [0.764, 3.350, -0.390], [2.494, 2.896, 0.887], [2.191, 5.159, 0.082], [2.585, 5.886, 1.118], [1.231, 5.815, -0.558], [3.695, 4.977, -1.089], [3.192, 3.528, -1.526], [2.912, 5.592, -2.314], [4.194, 6.419, -0.687], [4.499, 4.345, 0.124], [4.962, 4.789, -2.000], [-4.573, 2.700, 1.029], [-4.625, 4.191, 1.343], [-4.697, 4.599, 2.799], [-4.636, 5.113, 0.465], [-0.075, -0.265, 0.389], [-0.917, 0.073, -1.154], [-0.953, -1.540, -0.450], [-1.933, -1.473, 1.985], [-4.384, 0.305, 0.507], [-2.277, 1.602, -2.239], [-4.945, 2.522, -1.516], [-3.552, 3.518, -1.819], [-1.324, 2.248, -0.179], [-2.047, 3.836, -0.182], [-2.072, 4.031, 2.137], [-2.279, 2.320, 2.395], [-4.480, 2.150, 1.966], [-5.528, 2.419, 0.577], [-4.995, 3.762, 3.428], [-3.729, 4.967, 3.136], [-5.421, 5.406, 2.898], [-4.612, 4.727, -0.477], [1.837, -5.071, -3.677], [2.379, -6.247, -2.868], [1.550, -6.580, -1.625], [1.305, -5.493, -0.585], [2.499, -4.987, 0.199], [3.328, -4.000, -0.592], [2.607, -2.680, -0.430], [2.217, -2.690, 1.049], [1.992, -4.168, 1.391], [3.336, -6.122, 0.678], [1.775, -4.149, -3.094], [2.478, -4.868, -4.534], [0.838, -5.290, -4.055], [3.428, -6.083, -2.607], [2.380, -7.135, -3.501], [1.960, -7.467, -1.139], [0.550, -6.875, -1.954], [0.628, -5.903, 0.164], [0.823, -4.618, -1.017], [4.312, -3.971, -0.124], [3.427, -4.337, -1.617], [1.725, -2.637, -1.070], [3.241, -1.837, -0.694], [1.334, -2.086, 1.246], [3.024, -2.287, 1.659], [0.946, -4.414, 1.549], [2.558, -4.475, 2.265], [3.795, -6.614, -0.175], [2.707, -6.819, 1.226], [4.110, -5.726, 1.328]],
  "orbital_gap_ev": 8.9,
  "total_charge": 1
}

***

2.
{
  "formula": "C23H38BN3O10S",
  "method": "ωB97M-V/def2-TZVPD",
  "species": ["C", "C", "C", "C", "C", "N", "C", "C", "C", "N", "S", "N", "C", "C", "B", "C", "O", "H", "H", "H", "H", "H", "H", "H", "H", "H", "H", "H", "H", "H", "H", "C", "C", "O", "C", "O", "O", "C", "H", "H", "H", "H", "H", "H", "H", "H", "C", "C", "O", "C", "O", "O", "C", "H", "H", "H", "H", "H", "H", "H", "H", "C", "C", "O", "C", "O", "O", "C", "H", "H", "H", "H", "H", "H", "H", "H"],
  "positions_angstrom": [[3.776, 1.067, 1.694], [2.893, 0.579, 0.699], [1.952, -0.673, 1.099], [0.484, -0.300, 1.539], [-0.565, -1.392, 1.962], [-1.937, -0.997, 2.322], [-2.783, -1.371, 1.131], [-4.253, -0.673, 1.273], [-0.026, -2.890, 1.960], [-0.781, -4.082, 2.340], [0.332, -5.371, 2.091], [1.809, -4.687, 1.546], [1.469, -3.258, 1.511], [2.511, -2.145, 1.040], [4.035, -2.505, 0.554], [4.800, -3.902, 0.978], [4.817, -1.619, -0.319], [3.912, 0.428, 2.635], [4.377, 2.037, 1.559], [2.822, 0.967, -0.370], [0.131, 0.799, 1.537], [-2.290, -1.504, 3.148], [-2.310, -0.995, 0.149], [-2.943, -2.508, 1.067], [-4.633, -0.940, 2.333], [-4.994, -1.064, 0.494], [-4.120, 0.455, 1.147], [4.777, -4.095, 2.107], [5.912, -3.806, 0.689], [4.373, -4.757, 0.350], [4.427, -1.741, -1.221], [1.879, -7.869, 4.163], [2.891, -7.188, 3.261], [4.177, -7.121, 3.893], [4.888, -8.261, 3.876], [4.546, -9.307, 3.379], [6.040, -8.042, 4.536], [6.854, -9.205, 4.675], [1.852, -7.385, 5.143], [0.881, -7.833, 3.721], [2.142, -8.916, 4.333], [2.580, -6.160, 3.078], [2.963, -7.681, 2.287], [7.036, -9.681, 3.708], [6.385, -9.907, 5.368], [7.814, -8.895, 5.091], [-0.966, 5.408, -1.812], [-0.894, 4.412, -0.671], [-1.767, 3.299, -0.904], [-1.310, 2.379, -1.770], [-0.250, 2.407, -2.347], [-2.255, 1.430, -1.906], [-1.936, 0.433, -2.875], [-2.001, 5.707, -1.997], [-0.374, 6.298, -1.587], [-0.591, 4.973, -2.741], [-1.236, 4.890, 0.250], [0.131, 4.071, -0.495], [-0.955, -0.008, -2.685], [-1.975, 0.864, -3.878], [-2.686, -0.356, -2.808], [-3.503, 10.222, -5.779], [-4.076, 10.197, -4.375], [-5.297, 9.447, -4.332], [-5.154, 8.111, -4.325], [-4.108, 7.506, -4.344], [-6.381, 7.560, -4.322], [-6.374, 6.137, -4.410], [-4.251, 10.579, -6.493], [-2.627, 10.873, -5.827], [-3.206, 9.222, -6.103], [-4.324, 11.216, -4.066], [-3.356, 9.807, -3.651], [-5.740, 5.693, -3.639], [-6.045, 5.827, -5.404], [-7.396, 5.787, -4.258]],
  "orbital_gap_ev": 7.1,
  "total_charge": 0
}

***

3.
{
  "formula": "C23H38BaN13O2PS3",
  "method": "ωB97M-V/def2-TZVPD",
  "species": ["Ba", "N", "C", "C", "C", "C", "N", "C", "N", "N", "C", "O", "O", "H", "H", "H", "H", "H", "H", "H", "H", "H", "H", "H", "H", "H", "H", "S", "C", "S", "S", "N", "C", "N", "N", "N", "N", "C", "N", "N", "N", "N", "H", "C", "C", "C", "C", "P", "C", "C", "C", "C", "C", "C", "C", "C", "C", "C", "H", "H", "H", "H", "H", "H", "H", "H", "H", "H", "H", "H", "H", "H", "H", "H", "H", "H", "H", "H", "H", "H", "H"],
  "positions_angstrom": [[1.025, 0.250, 1.534], [0.184, 0.029, 4.371], [-1.250, -0.179, 4.083], [-2.136, -0.269, 5.330], [-3.647, -0.113, 5.100], [-4.294, -1.188, 4.226], [-3.642, -1.470, 2.962], [-3.774, -0.806, 1.845], [-3.293, -1.313, 0.694], [-4.464, 0.372, 1.803], [-1.682, 0.900, 3.064], [-2.342, 1.884, 3.426], [-1.309, 0.631, 1.881], [0.527, -0.704, 4.983], [0.312, 0.916, 4.851], [-1.275, -1.137, 3.560], [-1.812, 0.479, 6.061], [-1.948, -1.254, 5.776], [-3.843, 0.877, 4.694], [-4.153, -0.161, 6.070], [-5.339, -0.929, 4.031], [-4.283, -2.143, 4.755], [-2.969, -2.295, 2.984], [-2.645, -2.100, 0.768], [-2.936, -0.617, 0.055], [-4.194, 1.026, 2.539], [-4.403, 0.826, 0.903], [-1.579, -5.346, 0.732], [-1.185, -4.037, 1.698], [-1.735, -3.937, 3.357], [-0.235, -2.721, 1.062], [4.534, 2.506, 1.267], [4.651, 1.150, 1.019], [5.801, 0.583, 0.678], [5.495, -0.729, 0.569], [4.248, -0.924, 0.826], [3.665, 0.268, 1.124], [3.368, 3.232, 1.428], [3.387, 4.556, 1.525], [2.090, 4.893, 1.676], [1.347, 3.841, 1.665], [2.132, 2.740, 1.508], [5.356, 3.052, 1.077], [-1.487, -1.516, -2.258], [-1.062, -0.132, -2.773], [-1.991, 0.929, -2.175], [-1.204, -0.144, -4.296], [0.652, 0.127, -2.057], [1.612, -1.207, -2.870], [1.924, -2.305, -2.071], [2.622, -3.389, -2.589], [3.034, -3.383, -3.910], [2.736, -2.293, -4.720], [2.027, -1.220, -4.205], [1.399, 1.759, -2.623], [0.888, 2.839, -1.659], [2.911, 1.608, -2.400], [1.138, 2.262, -4.045], [-2.551, -1.667, -2.468], [-1.305, -1.652, -1.189], [-0.934, -2.313, -2.757], [-3.032, 0.643, -2.362], [-1.835, 1.912, -2.623], [-1.846, 1.035, -1.094], [-2.245, -0.371, -4.553], [-0.584, -0.924, -4.740], [-0.950, 0.808, -4.758], [1.603, -2.343, -1.036], [2.840, -4.228, -1.942], [3.587, -4.223, -4.313], [3.056, -2.279, -5.755], [1.799, -0.384, -4.852], [1.072, 2.594, -0.614], [-0.177, 3.039, -1.780], [1.424, 3.774, -1.850], [3.140, 1.231, -1.399], [3.381, 2.591, -2.495], [3.369, 0.931, -3.122], [0.080, 2.469, -4.211], [1.483, 1.578, -4.820], [1.675, 3.206, -4.179]],
  "orbital_gap_ev": 5.5,
  "total_charge": -2
}

***

no.,total energy (eV),LUMO (eV)
1,-79865.51194,-2.580
2,-60918.81148,-1.445
3,-90428.13334,3.971